a:
{"formula": "C5H10OS", "method": "ωB97M-V with the def2-TZVPD basis set", "elements": ["O", "C", "C", "C", "C", "S", "C", "H", "H", "H", "H", "H", "H", "H", "H", "H", "H"], "xyz": [[-2.81403, 0.73927, 1.51810], [-2.26609, 1.23156, 0.57911], [-1.71894, 0.39837, -0.58056], [-0.81619, -0.69731, -0.01345], [0.47065, -0.24462, 0.69785], [1.54143, 0.75452, -0.36882], [2.94906, -0.39411, -0.57250], [-2.33539, 2.40954, 0.43187], [-2.62165, 0.04217, -1.13953], [-1.11604, 1.05004, -1.22600], [-0.68987, -1.42080, -0.83424], [-1.43404, -1.15511, 0.74925], [1.03162, -1.14287, 0.93181], [0.22357, 0.34661, 1.58562], [2.64146, -1.29459, -1.11918], [3.21186, -0.79266, 0.40634], [3.74260, 0.16998, -1.04565]], "nbo_charge": [-0.53, 0.45, -0.52, -0.41, -0.53, 0.16, -0.73, 0.10, 0.24, 0.22, 0.21, 0.22, 0.23, 0.23, 0.21, 0.21, 0.23], "e_lumo_ev": 0.9, "charge": 0, "gap_ev": 9.5, "homo_ev": -8.635, "smiles": "CSCCCC=O"}

b:
{"formula": "C5H10OS", "method": "ωB97M-V with the def2-TZVPD basis set", "elements": ["C", "C", "C", "C", "C", "O", "S", "H", "H", "H", "H", "H", "H", "H", "H", "H", "H"], "xyz": [[1.68529, 0.97859, -0.81036], [-2.06068, 1.11265, -1.08646], [1.18981, -0.06726, -0.21268], [1.63768, -1.34950, 0.16526], [-1.24795, 0.01048, 1.47823], [-1.46812, -1.41059, -0.78750], [-1.05596, -0.05744, -0.36765], [0.94542, 1.57218, -1.16518], [2.69345, 1.27080, -0.86928], [-2.45627, 0.85644, -2.13822], [-1.64678, 2.12037, -1.01833], [2.70116, -1.47353, 0.01599], [1.61960, -1.54647, 1.30197], [1.07541, -2.13619, -0.38540], [-0.62727, 0.77658, 2.00089], [-2.19411, 0.11982, 1.95936], [-0.79068, -0.77693, 1.91936]], "nbo_charge": [-0.44, -0.99, -0.01, -0.73, -0.83, -0.94, 1.61, 0.21, 0.21, 0.25, 0.21, 0.23, 0.23, 0.27, 0.24, 0.25, 0.23], "e_lumo_ev": 0.4, "charge": 0, "gap_ev": 8.3, "homo_ev": -7.875, "smiles": "C=C(C)[S@](=C)(C)=O"}

c:
{"formula": "C5H10OS", "method": "ωB97M-V with the def2-TZVPD basis set", "elements": ["C", "C", "C", "C", "C", "O", "S", "H", "H", "H", "H", "H", "H", "H", "H", "H", "H"], "xyz": [[-0.72641, 0.64656, -1.17649], [0.27501, 0.29899, -0.31224], [-0.77097, 1.30197, -2.54446], [1.03763, -1.54362, 1.36802], [0.05645, -0.41876, 1.19083], [-1.24496, -0.92423, 1.48507], [0.57677, 0.87964, 2.44868], [-1.69369, 0.26252, -0.91821], [1.32895, 0.38231, -0.47925], [-1.36162, 0.60268, -3.22037], [0.17690, 1.60735, -3.06707], [-1.37074, 2.24946, -2.43932], [0.94842, -2.22761, 2.24734], [2.03522, -1.08745, 1.24544], [0.89271, -2.34195, 0.53586], [-2.04669, -0.37137, 1.46982], [1.88701, 0.68352, 2.16633]], "nbo_charge": [-0.19, -0.21, -0.65, -0.65, 0.18, -0.74, -0.07, 0.19, 0.19, 0.22, 0.22, 0.22, 0.25, 0.21, 0.22, 0.49, 0.12], "e_lumo_ev": 0.7, "charge": 0, "gap_ev": 9.5, "homo_ev": -8.813, "smiles": "C/C=C/[C@](C)(O)S"}

Which structure is the most stable? The one labeled a.